C58H167N13O19 | ωB97M-V/def2-TZVPD

```
257
Properties=species:S:1:pos:R:3:forces:R:3:mulliken_charge:R:1
C 21.096 24.567 30.601 0.0 -1.9 -0.1 -1.006
C 21.108 22.922 30.596 -1.3 2.2 -0.2 0.365
C 21.073 22.268 29.217 -0.1 2.0 -0.4 -1.167
O 22.091 22.880 28.416 0.0 -1.2 1.0 0.119
C 22.704 21.976 27.551 1.3 0.8 -0.6 -0.757
N 22.323 22.549 31.311 -0.3 0.4 -0.6 0.240
H 21.185 24.823 31.657 0.2 0.3 -0.1 0.423
H 20.246 25.116 30.197 -0.5 -0.7 0.0 0.415
H 21.929 24.948 30.010 0.4 -0.2 0.3 -0.121
H 20.256 22.577 31.182 -0.3 0.0 -0.2 0.376
H 20.232 22.556 28.586 -1.1 -0.8 0.8 0.427
H 21.201 21.200 29.395 0.0 -0.3 -0.6 0.408
H 23.166 21.138 28.074 0.0 -0.2 0.2 0.031
H 23.479 22.607 27.115 0.4 -0.3 -0.3 0.135
H 22.127 21.587 26.713 -0.7 0.0 0.2 0.575
H 22.543 21.624 30.972 0.3 -0.6 0.3 -0.139
H 22.960 23.131 30.786 1.4 0.2 0.4 -0.301
C 31.652 18.136 29.897 -1.1 -1.4 1.1 -1.426
C 30.250 18.548 30.456 1.2 0.5 0.2 1.475
C 29.992 18.356 31.985 0.5 -1.2 -1.5 -0.441
O 29.933 16.948 32.183 0.8 1.2 -1.2 -0.216
C 29.581 16.616 33.470 0.1 -1.4 -0.3 -0.693
N 30.052 19.899 30.037 -1.0 1.3 -0.6 0.264
H 32.522 18.578 30.382 -0.2 0.6 -0.2 0.404
H 31.616 18.250 28.814 0.3 0.2 0.1 0.010
H 31.772 17.076 30.123 0.1 -0.3 -0.2 0.526
H 29.511 18.015 29.859 -0.1 -0.6 0.4 -0.802
H 29.063 18.784 32.362 -0.1 0.4 -0.4 0.224
H 30.834 18.760 32.546 0.1 0.3 0.2 0.331
H 28.508 16.786 33.564 -0.2 0.0 0.7 0.111
H 30.189 17.090 34.239 -0.1 0.3 0.1 0.275
H 29.833 15.557 33.416 -0.5 -0.3 1.1 0.310
H 29.070 20.100 30.163 -0.2 0.6 0.0 -0.603
H 30.558 20.616 30.536 0.2 -0.2 0.4 0.351
C 26.456 23.719 26.539 0.1 1.3 -0.1 -1.805
C 27.197 22.475 26.206 0.5 -0.4 -0.1 2.436
C 27.794 22.600 24.757 -0.1 -1.5 0.9 -0.922
O 26.818 22.941 23.805 -0.3 0.4 -0.1 -0.456
C 26.186 21.918 23.070 0.1 0.0 -0.9 -0.624
N 28.157 22.285 27.338 -0.1 0.2 -0.9 -0.478
H 27.186 24.528 26.526 0.1 0.3 0.0 0.504
H 26.070 23.694 27.557 -0.4 -0.1 -0.1 -0.016
H 25.699 23.980 25.799 -0.2 -0.2 0.3 0.494
H 26.489 21.649 26.274 -0.2 -0.3 -0.6 -1.023
H 28.196 21.649 24.409 0.4 -0.4 0.4 0.389
H 28.631 23.298 24.741 -0.3 0.4 0.0 0.463
H 26.023 22.321 22.070 -0.5 0.3 0.1 0.419
H 25.248 21.535 23.470 -0.2 0.4 0.4 0.144
H 26.764 21.026 22.826 0.8 -0.1 0.6 0.249
H 27.532 22.092 28.107 0.2 0.1 0.6 -0.293
H 28.696 21.433 27.278 0.2 -0.2 -0.4 0.237
C 31.464 17.815 21.801 0.0 1.1 0.7 -1.479
C 31.457 16.526 22.609 0.6 0.3 -0.1 0.425
C 30.602 16.649 23.892 0.9 -1.0 -0.5 -0.219
O 30.754 15.417 24.680 -0.8 1.2 -0.8 -0.415
C 29.594 15.118 25.469 0.5 0.4 -0.8 -0.205
N 31.162 15.485 21.665 -0.8 -1.5 0.1 -0.758
H 31.802 17.745 20.768 0.5 -0.5 0.3 0.418
H 32.049 18.558 22.342 0.1 0.2 -0.2 0.317
H 30.475 18.260 21.690 -0.4 -0.1 0.3 0.345
H 32.456 16.284 22.972 0.3 0.2 -0.1 0.334
H 29.614 16.899 23.504 -0.7 -0.5 0.6 0.136
H 30.960 17.496 24.477 0.0 0.1 0.2 0.125
H 28.747 15.032 24.789 -0.3 -0.2 0.1 0.360
H 29.383 15.932 26.163 0.0 0.0 0.2 0.008
H 29.771 14.184 26.001 0.0 0.1 0.0 0.159
H 30.252 15.564 21.234 -0.3 0.6 -0.2 0.242
H 31.059 14.604 22.149 0.4 -0.4 0.3 0.270
C 23.746 19.736 25.250 0.6 1.1 -0.2 -0.593
C 24.285 18.845 24.168 -0.5 -1.1 0.0 0.797
C 24.979 17.590 24.758 2.3 0.8 0.7 -1.291
O 26.072 17.887 25.771 -1.3 -0.6 0.2 -0.144
C 27.053 18.832 25.390 -1.3 0.7 -0.3 0.091
N 23.100 18.451 23.373 1.4 -0.9 -0.7 -0.799
H 23.376 19.130 26.077 -0.1 0.4 0.1 0.348
H 22.972 20.315 24.747 -0.4 0.0 0.5 0.473
H 24.453 20.515 25.534 0.3 -0.2 0.7 -0.389
H 24.967 19.370 23.500 0.0 0.0 0.0 0.183
H 25.563 16.978 24.071 -0.7 0.1 -0.7 0.392
H 24.260 16.957 25.278 0.1 0.1 0.2 0.274
H 26.534 19.790 25.393 0.2 0.4 -0.8 -0.457
H 27.493 18.579 24.425 0.2 0.2 -0.1 0.378
H 27.828 19.040 26.128 0.0 -1.0 0.3 0.167
H 22.471 17.883 23.923 -0.3 0.3 0.0 0.289
H 22.676 19.304 23.037 -0.4 -0.3 0.0 0.274
C 24.064 27.103 26.854 2.0 1.5 0.8 -1.548
C 22.885 26.558 27.615 0.1 1.9 -1.7 1.021
C 21.654 27.433 27.186 0.9 -0.4 0.0 -1.283
O 21.383 27.041 25.852 -1.8 1.6 -1.1 -0.397
C 20.431 27.961 25.231 -0.4 -0.5 0.3 -0.872
N 22.755 25.220 27.118 -1.1 -0.3 1.0 -0.159
H 23.974 27.342 25.794 -0.8 -0.3 0.0 0.390
H 24.956 26.479 26.901 -0.2 -0.4 0.2 0.104
H 24.400 28.041 27.296 0.0 0.3 0.1 0.417
H 22.951 26.627 28.700 0.5 -0.2 0.0 0.152
H 21.899 28.495 27.197 0.2 0.2 0.2 0.655
H 20.795 27.282 27.840 -0.3 -0.2 0.0 0.438
H 19.801 27.495 24.473 0.5 -0.7 -0.1 0.274
H 20.839 28.848 24.746 0.8 -0.1 0.2 0.294
H 19.681 28.320 25.936 0.2 0.0 0.5 0.337
H 22.376 25.419 26.203 0.1 -0.6 -0.6 0.293
H 21.937 24.957 27.648 -0.3 -1.4 -0.1 -0.050
C 25.063 26.683 33.875 1.4 -0.4 -0.5 -0.835
C 26.547 26.666 34.425 -1.5 -1.1 -0.4 0.340
C 27.571 27.065 33.371 0.4 -0.6 -0.2 -1.363
O 27.165 26.523 32.100 -0.7 0.1 0.7 0.513
C 28.017 26.741 31.027 1.5 0.6 -0.4 -1.195
N 26.627 27.458 35.655 0.3 -0.1 -0.8 -0.822
H 24.860 27.703 33.548 -0.5 0.0 0.2 0.349
H 24.334 26.277 34.577 0.2 0.4 0.3 0.539
H 24.976 26.047 32.994 0.1 0.1 -0.1 -0.216
H 26.795 25.637 34.685 -0.1 -0.2 0.1 0.515
H 28.533 26.614 33.614 0.2 -0.1 0.2 0.499
H 27.774 28.135 33.413 -0.3 0.4 -0.6 0.447
H 29.055 26.466 31.213 0.2 -0.3 0.5 0.310
H 28.093 27.796 30.764 -0.3 0.3 -0.2 0.349
H 27.777 26.169 30.131 -0.7 -0.1 0.2 0.310
H 26.048 28.251 35.418 0.0 0.7 0.5 0.390
H 26.081 26.929 36.320 0.0 0.1 0.4 0.319
C 31.846 26.656 29.271 -0.2 0.6 0.0 -1.507
C 32.401 25.490 28.410 -0.8 2.2 0.4 0.832
C 33.920 25.638 28.240 -0.5 -0.5 0.4 -0.735
O 34.339 26.819 27.596 0.2 -0.2 0.7 -0.362
C 35.749 27.101 27.752 -0.9 -0.2 -1.6 -0.771
N 32.078 24.265 29.079 0.8 -1.1 0.1 -0.739
H 32.002 26.549 30.345 0.6 -0.6 0.0 0.373
H 30.762 26.768 29.240 -0.2 -0.3 -0.5 0.216
H 32.246 27.643 29.037 0.2 -0.1 -0.4 0.397
H 31.894 25.468 27.446 0.2 0.6 -0.4 0.324
H 34.266 24.778 27.668 0.2 -0.3 -0.1 0.365
H 34.323 25.580 29.251 0.3 -0.1 0.2 0.342
H 35.991 27.303 26.708 0.6 0.9 0.2 0.292
H 36.420 26.267 27.957 -0.5 -0.4 0.7 0.341
H 35.899 27.930 28.444 0.1 0.0 -0.1 0.254
H 32.655 23.568 28.631 0.3 -0.6 0.3 0.140
H 31.189 23.910 28.758 -0.6 0.3 0.2 0.247
C 32.148 20.341 26.330 1.5 -0.6 0.5 -1.674
C 33.222 20.693 27.417 -1.5 -1.4 -0.9 0.684
C 34.457 21.435 26.804 -0.1 -1.6 1.5 -0.863
O 35.514 20.472 26.506 0.1 1.8 -0.7 -0.398
C 36.740 21.185 26.139 -0.6 -1.1 -1.0 -0.798
N 32.538 21.439 28.434 0.6 1.3 0.5 -0.210
H 31.671 21.273 26.028 0.0 -0.2 -0.6 0.385
H 31.413 19.589 26.618 -0.3 0.4 0.9 0.233
H 32.687 19.727 25.608 0.0 0.8 -1.0 0.440
H 33.421 19.758 27.940 1.2 -0.5 -0.8 0.353
H 34.899 22.100 27.546 -0.3 0.4 0.1 0.409
H 34.047 22.005 25.970 0.6 0.0 -0.5 0.350
H 36.560 22.089 25.558 -0.4 0.5 0.7 0.330
H 37.248 20.612 25.363 0.0 -0.6 0.3 0.314
H 37.448 21.299 26.959 -0.4 0.3 0.2 0.279
H 33.114 21.284 29.249 -0.3 0.5 0.6 0.334
H 31.631 21.041 28.632 -0.2 -0.2 0.0 -0.212
C 26.437 23.052 32.064 1.0 -0.7 -0.7 -0.807
C 26.178 23.160 30.584 0.8 -0.5 0.1 0.997
C 25.738 21.832 30.020 -0.1 -0.1 -0.5 -0.386
O 26.793 20.895 29.914 0.3 1.2 -0.1 0.413
C 26.409 19.698 29.308 -0.2 0.1 0.2 -0.252
N 25.168 24.116 30.417 -2.7 1.4 -0.1 0.131
H 27.264 22.343 32.118 0.2 0.2 0.8 0.232
H 25.557 22.608 32.528 -0.1 0.2 0.2 0.193
H 26.677 24.035 32.469 0.1 -0.2 0.3 -0.107
H 26.940 23.651 29.979 1.6 -1.3 0.3 0.196
H 25.264 22.047 29.062 0.2 -0.2 -0.7 -0.537
H 24.919 21.407 30.600 -0.1 -0.1 0.6 0.628
H 25.672 19.230 29.961 0.1 -0.7 0.0 0.132
H 27.337 19.145 29.169 -0.3 -0.5 0.0 -0.260
H 25.917 19.836 28.345 0.1 0.2 -0.4 -0.109
H 25.258 24.525 29.498 -0.4 0.3 -0.1 -0.155
H 25.405 24.824 31.097 -0.5 0.6 -0.1 -0.321
C 27.753 20.729 40.818 -1.1 1.0 -1.2 -1.380
C 26.486 21.499 40.223 1.1 -2.2 0.5 0.426
C 25.868 20.943 38.879 1.1 0.3 0.9 -0.532
O 24.752 21.755 38.676 -1.0 0.6 -1.7 -0.354
C 24.145 21.694 37.357 -0.2 -0.8 0.7 -0.657
N 25.534 21.577 41.299 -1.6 0.9 0.1 -0.743
H 28.040 21.207 41.754 0.0 0.2 -0.2 0.382
H 28.561 20.810 40.090 0.2 -0.3 0.2 0.360
H 27.533 19.689 41.062 -0.1 -0.1 -0.3 0.330
H 26.761 22.532 40.014 0.2 0.0 -0.1 0.229
H 25.604 19.885 38.868 -0.3 -0.3 0.6 0.313
H 26.621 21.006 38.093 0.1 0.5 -0.4 0.252
H 23.906 20.659 37.113 0.2 -0.4 0.0 0.326
H 24.731 22.081 36.523 0.5 0.3 0.3 0.282
H 23.172 22.184 37.351 0.3 0.4 0.5 0.228
H 25.132 20.738 41.691 0.9 -0.8 -0.1 0.256
H 24.700 21.936 40.855 -0.3 0.8 0.1 0.293
C 26.975 11.164 30.926 -0.6 -0.4 2.6 -1.661
C 27.418 12.031 29.829 0.0 -0.5 -1.3 0.958
C 28.244 13.280 30.220 -1.2 -0.1 0.7 -0.804
O 28.508 14.130 29.117 0.4 -2.2 -0.6 -0.313
C 29.059 15.378 29.399 0.1 -0.2 1.0 -0.236
N 28.200 11.183 28.926 0.9 1.3 -0.1 -0.720
H 26.170 11.686 31.443 0.1 0.1 0.6 0.351
H 27.745 10.870 31.639 0.2 0.2 0.1 0.352
H 26.496 10.227 30.640 0.2 0.1 -0.7 0.383
H 26.423 12.314 29.484 0.1 0.8 -1.2 0.053
H 29.071 12.948 30.847 0.9 0.0 -0.6 0.624
H 27.676 13.857 30.950 -0.6 0.2 0.2 0.135
H 28.248 15.934 29.871 0.1 1.0 -0.3 -0.076
H 29.514 15.773 28.491 -0.5 0.3 0.0 0.088
H 29.847 15.351 30.152 0.2 -0.3 0.1 0.380
H 28.682 11.833 28.322 0.2 -0.4 -0.6 0.226
H 27.724 10.478 28.382 -0.4 0.3 0.2 0.231
C 24.816 28.818 30.882 -0.9 0.0 -1.4 -0.912
C 25.476 30.171 31.149 0.6 0.4 -0.5 0.738
C 24.570 31.430 30.923 -0.2 -2.2 -1.5 -1.024
O 24.067 31.390 29.504 1.0 -0.1 2.3 -0.224
C 23.446 32.590 29.167 0.2 1.0 -0.1 -0.871
N 25.945 30.154 32.545 -0.2 0.1 0.0 -0.776
H 23.829 28.760 31.342 0.2 -0.2 0.7 0.345
H 25.430 27.932 31.041 0.2 0.3 1.1 0.050
H 24.551 28.572 29.853 0.1 1.0 -0.6 0.140
H 26.386 30.297 30.562 -0.2 -0.2 -0.7 0.221
H 25.066 32.378 31.128 0.2 -0.1 -0.1 0.407
H 23.805 31.236 31.674 -0.7 0.6 -0.3 0.363
H 22.590 32.803 29.806 -0.5 -0.2 -0.3 0.342
H 23.262 32.646 28.094 -0.6 -0.6 0.1 0.272
H 24.079 33.468 29.289 0.6 0.1 0.4 0.326
H 26.859 30.586 32.534 0.1 0.2 0.4 0.326
H 26.117 29.178 32.740 0.1 0.0 0.3 -0.002
C 22.128 20.516 33.920 -0.3 1.4 -1.3 -0.335
O 22.111 21.930 34.242 0.2 -1.0 1.7 -0.429
H 22.952 20.353 33.226 0.2 -0.3 0.0 -0.222
H 22.221 19.818 34.752 0.0 0.7 0.4 0.427
H 21.203 20.322 33.377 -0.1 -0.5 0.1 0.300
H 21.873 22.446 33.468 0.3 -0.3 -0.7 0.204
C 22.799 18.318 30.381 0.0 -1.6 1.7 0.092
O 22.832 16.884 30.620 -0.8 1.0 -0.7 -0.624
H 23.384 18.659 29.527 -0.5 -0.1 -0.3 0.002
H 21.735 18.547 30.438 0.0 0.3 -0.9 0.290
H 23.180 18.804 31.279 0.5 0.3 0.1 0.004
H 23.723 16.532 30.552 0.3 0.3 0.4 0.320
C 25.581 15.643 29.372 1.1 -1.3 -0.3 -0.096
O 25.369 16.039 30.747 -0.2 0.2 -1.2 -0.642
H 26.180 16.292 28.732 -0.1 0.8 0.5 0.214
H 26.139 14.709 29.312 0.0 -0.1 0.3 -0.225
H 24.681 15.403 28.806 -0.5 0.5 0.7 0.446
H 26.101 15.803 31.321 0.1 -0.2 -0.3 0.251
C 26.080 19.075 34.270 -1.5 0.0 -1.2 -0.274
O 27.317 19.326 34.858 0.2 0.2 0.5 -0.579
H 26.163 18.227 33.590 -0.3 -0.5 0.2 0.231
H 25.287 18.982 35.013 0.0 -0.5 0.1 0.445
H 25.688 19.852 33.613 0.7 0.7 0.1 -0.166
H 27.348 18.631 35.519 0.7 0.2 0.3 0.288
C 30.107 21.448 34.249 -0.9 -1.0 0.5 -0.913
O 29.033 21.057 33.386 0.7 1.0 -0.7 -0.036
H 29.899 22.310 34.883 -0.2 0.4 -0.3 0.248
H 30.246 20.629 34.955 0.5 -0.1 0.1 0.304
H 31.017 21.616 33.673 -0.2 0.0 -0.1 0.283
H 28.299 20.670 33.868 0.2 -0.1 0.6 0.144
C 20.673 24.344 36.474 -0.8 0.5 -2.6 -0.651
O 22.024 24.117 36.413 2.6 -0.1 1.7 -0.445
H 20.582 25.265 35.898 -0.9 0.6 0.4 0.246
H 20.167 23.630 35.825 -0.5 -0.4 0.5 0.266
H 20.206 24.456 37.453 0.5 -0.3 0.1 0.251
H 22.376 23.472 35.795 -0.9 -0.4 -0.3 0.313
```
Forces are in eV/Å.

Output
E ... -121111.7751 eV
HOMO energy ... -8.81 eV
Strongest force on any atom ... 3.1 eV/A
Multiplicity ... 1
Total charge ... 0
Lowest unoccupied orbital energy ... 0.14 eV